A cluster of 8 separate species, C19H46BF3NO8 in total in a non-equilibrium geometry, computed with ωB97M-V with the def2-TZVPD basis set.

The geometry in XYZ format:
```
78
Properties=species:S:1:pos:R:3:forces:R:3
C 6.870393 1.113332 -0.231652 -0.4 0.1 0.3
C 6.072924 2.468401 -0.682209 -0.2 -1.2 0.4
C 5.250660 2.080688 -2.013705 0.5 -0.6 0.5
C 3.892641 1.351256 -1.558055 -0.4 0.0 -0.9
C 2.653214 2.341533 -1.311954 -1.8 2.3 0.5
C 2.772587 3.841382 -1.709462 -4.3 -1.1 1.8
C 1.502836 4.724365 -1.478126 -0.2 -4.1 1.2
C 0.222668 4.081477 -0.846158 2.9 1.0 -1.3
N 0.150540 2.675847 -0.440016 2.6 1.6 -1.5
C -1.091818 2.147379 0.197240 -3.0 0.4 1.6
F -2.103538 3.188463 0.355865 3.3 -2.8 -0.7
F -1.730956 1.154036 -0.600810 2.3 2.4 2.4
F -0.852055 1.697441 1.535206 -0.5 0.8 -4.3
C 1.316144 1.809596 -0.672780 1.8 2.2 -1.2
B 1.340515 0.200604 -0.304613 0.2 -1.2 2.1
O 1.591331 -0.090223 1.103688 -1.6 0.3 -3.0
C 1.150123 -0.999440 -1.375718 -0.4 0.3 0.1
C 0.343311 -0.561160 -2.701004 0.2 -1.1 -0.1
H 7.697367 1.316354 0.528579 -1.2 -0.2 -1.1
H 7.321078 0.552351 -1.121551 -0.6 1.0 1.2
H 6.115876 0.399140 0.279472 1.3 1.1 -0.8
H 6.763757 3.370237 -0.786593 -1.0 -1.3 0.0
H 5.302541 2.644158 0.167274 1.3 0.2 -1.4
H 5.117736 2.929394 -2.765629 0.0 -1.1 1.1
H 5.880945 1.272513 -2.555862 -1.2 1.4 0.7
H 3.579136 0.665588 -2.441059 0.3 0.9 1.6
H 4.162793 0.720945 -0.623675 -0.8 1.0 -1.5
H 3.686820 4.355549 -2.149689 -1.3 -1.1 0.7
H 1.514332 5.837400 -1.765909 -0.3 -2.0 0.6
H -0.659251 4.814471 -0.728916 1.3 -1.9 0.1
H 1.061230 -0.899582 1.285018 0.8 0.4 0.1
H 0.558539 -1.852775 -0.864234 1.0 1.2 -0.7
H 2.205862 -1.424608 -1.591099 -1.6 0.7 0.2
H 0.468478 0.553378 -2.968275 -0.3 -1.8 0.4
H 0.723053 -1.212844 -3.570276 -0.6 1.2 1.2
H -0.756363 -0.858537 -2.533700 1.6 0.9 -0.4
C -4.575501 1.543291 2.623431 0.2 0.2 0.1
O -4.580085 0.719907 1.470608 0.2 -0.4 -0.4
H -5.500005 1.383193 3.178241 0.1 -0.1 -0.1
H -3.723876 1.282519 3.257287 -0.1 0.1 0.2
H -4.510933 2.591821 2.322078 0.0 0.1 0.2
H -3.752474 0.884931 1.000588 -0.3 0.0 0.0
C 2.513725 -3.815784 2.909271 -0.1 0.2 0.0
O 2.849656 -3.667027 1.537579 0.0 0.2 -0.4
H 2.948196 -4.744130 3.279946 0.0 0.1 -0.1
H 2.916894 -2.974557 3.478986 -0.1 -0.1 0.2
H 1.426827 -3.855872 3.018059 0.0 -0.1 0.2
H 2.452664 -2.838421 1.235791 0.3 -0.3 0.0
C -5.955555 -0.807954 -1.001073 -0.2 -0.4 0.1
O -6.457836 -1.892148 -1.764806 0.1 -0.1 -0.1
H -6.285827 0.126776 -1.455261 0.0 -0.1 0.0
H -6.338439 -0.868790 0.020066 0.2 0.2 0.0
H -4.861337 -0.839944 -0.992546 0.1 0.2 0.1
H -6.150945 -2.705956 -1.341489 -0.1 0.1 -0.1
C -2.978336 -3.760684 -1.884786 -0.2 0.2 0.2
O -3.514417 -3.683077 -0.572948 -0.1 0.0 -0.3
H -3.037116 -4.793532 -2.228981 0.0 0.1 0.1
H -3.556552 -3.122052 -2.558415 0.1 -0.1 -0.2
H -1.931687 -3.442029 -1.874862 0.1 -0.1 -0.2
H -3.450415 -2.762612 -0.291715 0.0 -0.4 0.3
C 2.441612 0.785063 -5.480086 0.2 0.0 -0.2
O 3.234872 0.011950 -4.589214 0.2 -0.1 0.2
H 1.582699 1.178986 -4.935653 0.1 -0.1 0.0
H 3.032482 1.616187 -5.872930 -0.2 0.1 -0.1
H 2.090923 0.155985 -6.301259 -0.1 0.2 0.0
H 3.986411 -0.324212 -5.095404 -0.2 0.0 0.2
C -3.375882 -2.467465 3.161032 -0.1 0.2 0.0
O -3.042841 -2.313065 1.787926 0.3 0.4 -0.4
H -2.938207 -3.396151 3.528764 0.0 0.1 -0.2
H -2.975046 -1.626993 3.731879 -0.2 -0.1 0.2
H -4.461552 -2.510164 3.272229 0.1 0.0 0.2
H -3.443706 -1.483430 1.490471 -0.1 -0.1 0.3
C -3.211982 -0.937223 6.683255 0.0 0.2 0.0
O -4.079042 -0.372934 5.709742 -0.1 0.2 -0.2
H -3.384513 -2.012881 6.727054 -0.1 0.1 -0.1
H -2.171874 -0.749057 6.404091 0.1 -0.1 0.2
H -3.420642 -0.497693 7.661526 0.2 -0.2 0.1
H -3.905785 0.577118 5.691918 -0.2 -0.2 0.0
```
Positions in Å, forces in eV/Å.

## Properties
total energy	-1732.13994	a.u.
LUMO level	-5.38	eV
E_HOMO	-11.6888	eV
charge	+1

Population analysis type Löwdin, resulting atomic charges in e:
1. C -0.12
2. C -0.23
3. C -0.21
4. C -0.15
5. C -0.02
6. C 0.08
7. C 0.04
8. C 0.07
9. N 0.07
10. C -0.32
11. F 0.07
12. F 0.12
13. F 0.12
14. C 0.08
15. B -0.35
16. O 0.08
17. C -0.14
18. C -0.11
19. H 0.08
20. H 0.08
21. H 0.08
22. H 0.11
23. H 0.11
24. H 0.10
25. H 0.12
26. H 0.11
27. H 0.13
28. H 0.12
29. H 0.12
30. H 0.15
31. H 0.11
32. H 0.12
33. H 0.13
34. H 0.07
35. H 0.09
36. H 0.08
37. C -0.14
38. O -0.13
39. H 0.09
40. H 0.07
41. H 0.08
42. H 0.05
43. C -0.15
44. O -0.13
45. H 0.08
46. H 0.08
47. H 0.08
48. H 0.04
49. C -0.17
50. O -0.12
51. H 0.08
52. H 0.08
53. H 0.05
54. H 0.07
55. C -0.15
56. O -0.13
57. H 0.08
58. H 0.07
59. H 0.06
60. H 0.03
61. C -0.14
62. O -0.15
63. H 0.06
64. H 0.08
65. H 0.09
66. H 0.09
67. C -0.13
68. O -0.15
69. H 0.09
70. H 0.06
71. H 0.09
72. H 0.05
73. C -0.16
74. O -0.15
75. H 0.08
76. H 0.08
77. H 0.08
78. H 0.07



A cluster of 2 separate species, CH4N2O3 in total in a non-equilibrium geometry, computed with ωB97M-V with the def2-TZVPD basis set.

The geometry in XYZ format:
```
10
Properties=species:S:1:pos:R:3:forces:R:3
C -0.151889 0.217093 0.597090 -3.7 -2.5 0.1
N -1.065454 0.972030 0.080208 -2.5 1.1 0.4
N 1.115755 0.174471 0.063593 -1.2 -0.2 -0.4
O 1.869747 -0.474721 0.694775 3.3 -1.2 1.6
O 1.225887 0.680510 -0.990771 1.7 2.0 -3.1
O -0.283476 -1.588695 -0.708662 -1.2 2.0 1.1
H -0.227593 -0.250252 1.533188 -0.3 -0.3 1.1
H -0.890437 1.254141 -0.825882 1.2 0.7 -2.4
H -2.103829 1.110886 0.174551 1.8 -1.1 1.3
H 0.511285 -2.095466 -0.618087 0.8 -0.6 0.3
```
Positions in Å, forces in eV/Å.

## Properties
total energy	-375.51307	a.u.
LUMO level (spin up / spin down)	-1.15 / -1.13	eV
relative energy (zero: lowest compared OMol25 entry of this formula, charge and spin)	96.75	kcal/mol
E_HOMO (spin up / spin down)	-8.9482 / -9.6449	eV

Population analysis type Löwdin, resulting atomic charges in e:
1. C -0.10
2. N 0.21
3. N -0.49
4. O 0.11
5. O 0.12
6. O -0.22
7. H 0.14
8. H 0.09
9. H 0.18
10. H -0.04



A structure of composition C30H25BrCl2CrF3N4O4S in a non-equilibrium geometry, computed with ωB97M-V with the def2-TZVPD basis set.

The geometry in XYZ format:
```
71
Properties=species:S:1:pos:R:3:forces:R:3
Cr 0.278218 -0.547867 -0.511776 1.2 -0.1 -1.4
O -1.790019 1.529582 -4.938819 -0.1 -0.1 0.0
C -0.577168 2.153468 -4.930023 0.5 0.3 0.0
C -0.166271 2.948168 -5.992828 -0.1 -0.1 0.0
C 1.081262 3.547833 -5.983741 0.0 0.0 0.0
C 1.923266 3.369812 -4.900841 0.1 0.1 -0.1
C 1.515697 2.580347 -3.839793 -0.1 0.0 0.0
C 0.277362 1.959708 -3.839647 -0.2 -0.1 0.3
C -0.022640 0.888537 -2.804958 -0.8 -0.7 -1.2
O 0.902694 0.727859 -1.847818 0.9 -0.7 1.4
N -1.337668 1.071881 -2.127167 -0.5 0.4 -0.5
N -1.293571 0.723478 -0.849872 -1.2 0.6 1.0
C -2.145330 1.186677 0.017250 0.2 -0.1 -1.6
C -2.026476 1.008317 1.427666 0.0 -0.1 1.4
Br -0.221967 0.469102 1.932143 -0.8 0.2 0.1
C -3.040537 1.324394 2.273555 0.9 -0.4 -1.2
C -3.219101 1.341820 3.701529 -0.1 0.0 0.9
C -2.251792 0.979362 4.646063 -0.1 0.1 -0.2
C -2.512595 1.072777 5.999131 0.0 0.0 0.1
C -3.746051 1.513755 6.451424 0.0 0.0 0.0
C -4.728881 1.849369 5.532204 0.0 0.0 0.2
C -4.470220 1.767061 4.180635 0.3 -0.1 -0.2
H -2.182169 1.631062 -5.815537 0.0 0.0 0.2
H -0.820040 3.064287 -6.847270 -0.1 0.1 -0.1
H 1.395338 4.135045 -6.834249 0.0 0.1 0.0
H 2.908119 3.809226 -4.903858 0.1 0.1 0.0
H 2.177648 2.386364 -3.010453 0.1 -0.1 0.1
H -0.142596 -0.037212 -3.406173 0.0 0.4 0.2
H -1.910756 1.870327 -2.393139 0.1 -0.2 0.2
H -2.985656 1.786649 -0.328465 0.1 0.1 0.0
H -3.931007 1.640715 1.741489 -0.1 0.0 -0.2
H -1.290356 0.622767 4.328118 0.2 -0.1 -0.1
H -1.748960 0.792887 6.709918 0.1 0.0 0.0
H -3.944901 1.583983 7.510758 0.0 0.0 0.1
H -5.701359 2.176260 5.871268 0.0 0.0 0.0
H -5.246375 2.040070 3.479668 0.0 0.0 -0.1
F 2.004644 -3.990696 3.212889 0.0 0.3 0.1
C 1.445134 -4.724591 2.237787 0.2 -0.2 0.2
F 2.423874 -5.037429 1.382386 0.0 0.1 -0.3
F 1.074839 -5.884071 2.815570 -0.3 -0.1 0.0
C 0.275132 -4.027368 1.602186 -0.3 -0.1 0.1
C -1.001382 -4.553964 1.695995 0.5 0.2 -0.2
C -2.067778 -3.859869 1.132222 0.0 0.3 0.0
C -1.829527 -2.623644 0.560291 -0.4 -0.2 0.1
N -0.612412 -2.105935 0.474960 0.3 -0.6 0.2
C 0.454608 -2.807607 0.919823 0.1 -0.1 0.2
S 1.913970 -2.032120 0.524548 -0.3 0.5 0.0
H -1.159926 -5.506280 2.178727 0.0 0.0 0.1
H -3.058654 -4.277848 1.155169 -0.2 0.1 0.0
H -2.628178 -2.013721 0.160971 -0.1 0.0 -0.1
Cl 0.387836 -1.741629 -5.306143 0.0 0.0 -0.4
C 0.742292 -2.907596 -4.014289 0.2 0.2 0.3
Cl -0.622287 -3.986316 -3.772484 -0.2 -0.4 -0.1
C 1.034589 -2.068451 -2.743382 1.1 -0.5 -0.5
O 2.173746 -1.712955 -2.532279 0.4 -0.1 -0.4
O 0.014900 -1.807003 -2.041392 -1.4 0.8 1.1
H 1.614936 -3.489435 -4.320212 -0.2 0.2 0.2
N 1.845260 2.212012 0.366278 0.1 0.3 -0.1
C 2.840025 1.336157 0.788406 0.2 0.0 0.1
C 3.071995 1.147999 2.150782 -0.2 0.0 -0.1
C 3.988318 0.205555 2.577142 0.1 -0.1 0.0
C 4.699556 -0.551824 1.662504 0.1 0.0 0.1
C 4.478231 -0.361469 0.306444 0.1 0.2 0.1
C 3.560100 0.572847 -0.134357 0.0 0.1 0.0
H 1.873430 2.442862 -0.615620 -0.1 0.0 0.1
H 1.648570 2.989726 0.978550 0.1 0.0 -0.1
H 2.510743 1.725836 2.873786 0.0 0.1 0.1
H 4.133850 0.059127 3.636267 0.1 0.0 0.1
H 5.392763 -1.304824 2.003816 0.1 -0.1 0.0
H 5.007644 -0.956492 -0.421374 0.1 -0.1 -0.1
H 3.364016 0.673145 -1.192360 -0.1 0.0 -0.1
```
Positions in Å, forces in eV/Å.

## Properties
total energy	-6914.83805	a.u.
multiplicity	2
LUMO level (spin up / spin down)	-0.96 / -0.87	eV
relative energy (zero: lowest compared OMol25 entry of this formula, charge and spin)	31.38	kcal/mol
E_HOMO (spin up / spin down)	-7.6766 / -7.6784	eV

Population analysis type Löwdin, resulting atomic charges in e:
1. Cr 0.63
2. O 0.06
3. C -0.28
4. C -0.03
5. C -0.09
6. C -0.08
7. C -0.01
8. C -0.08
9. C -0.41
10. O -0.24
11. N 0.07
12. N -0.08
13. C -0.17
14. C -0.49
15. Br 1.04
16. C -0.07
17. C -0.22
18. C -0.04
19. C -0.07
20. C -0.08
21. C -0.08
22. C -0.04
23. H 0.11
24. H 0.11
25. H 0.10
26. H 0.10
27. H 0.11
28. H 0.10
29. H 0.15
30. H 0.14
31. H 0.11
32. H 0.05
33. H 0.11
34. H 0.10
35. H 0.11
36. H 0.11
37. F 0.14
38. C -0.61
39. F 0.14
40. F 0.13
41. C -0.10
42. C 0.02
43. C -0.04
44. C -0.10
45. N -0.15
46. C -0.65
47. S 0.88
48. H 0.12
49. H 0.10
50. H 0.13
51. Cl 0.63
52. C -0.98
53. Cl 0.61
54. C -0.80
55. O 0.03
56. O -0.17
57. H 0.07
58. N 0.06
59. C -0.39
60. C -0.10
61. C -0.10
62. C -0.13
63. C -0.14
64. C -0.09
65. H 0.07
66. H 0.09
67. H 0.10
68. H 0.10
69. H 0.10
70. H 0.11
71. H 0.11



An isolated molecule of C7H10Cl2OSi in a non-equilibrium geometry, computed with ωB97M-V with the def2-TZVPD basis set.

The geometry in XYZ format:
```
21
Properties=species:S:1:pos:R:3:forces:R:3
C 0.227369 -0.713203 2.218073 3.2 -1.1 -1.4
Si 0.766497 -0.417721 0.268622 -1.5 -1.1 1.1
C 2.214888 0.745263 0.154027 -0.2 -4.0 0.7
C 1.213615 -2.061947 -0.631714 1.7 2.3 1.2
C -0.832221 0.261051 -0.536139 3.0 2.4 -1.1
C -2.099935 0.304530 -0.234482 -1.4 1.2 -1.9
C -2.523594 1.428102 -1.180246 -2.4 0.5 -0.7
Cl -3.583930 0.966227 -2.686603 1.0 0.0 1.1
Cl -3.348928 2.873843 -0.500337 0.2 -0.4 0.2
C -1.080837 1.715690 -1.538909 -0.1 -5.4 3.3
O -0.380673 2.499502 -1.988086 1.2 2.4 -1.6
H -0.742650 -0.640887 2.587639 -1.9 1.0 0.2
H 0.409564 -1.779819 2.410482 0.2 -0.2 -0.4
H 0.962611 -0.282065 2.933479 -0.6 0.3 -0.6
H 2.826918 0.383327 -0.633997 0.6 0.3 -0.9
H 1.909293 1.686218 0.135390 -1.1 4.3 -0.7
H 2.745401 0.646117 1.067420 0.7 -0.3 0.9
H 0.408288 -2.556185 -1.028622 -2.0 -0.8 -1.6
H 2.103914 -2.002805 -1.267631 -0.5 0.2 -0.3
H 1.516591 -2.732564 0.112249 0.7 -1.1 1.6
H -2.712181 -0.322676 0.339386 -0.9 -0.5 0.9
```
Positions in Å, forces in eV/Å.

## Properties
total energy	-1557.75667	a.u.
LUMO level	0.34	eV
relative energy (zero: lowest compared OMol25 entry of this formula, charge and spin)	20.89	kcal/mol
E_HOMO	-9.3217	eV

Population analysis type Löwdin, resulting atomic charges in e:
1. C -0.15
2. Si 0.68
3. C -0.15
4. C -0.16
5. C -0.11
6. C -0.14
7. C -1.03
8. Cl 0.50
9. Cl 0.59
10. C -0.40
11. O 0.18
12. H -0.02
13. H 0.01
14. H 0.03
15. H 0.03
16. H -0.02
17. H 0.03
18. H -0.01
19. H 0.04
20. H 0.00
21. H 0.10



A cluster of 2 separate species, CH3NO3P in total in a non-equilibrium geometry, computed with ωB97M-V with the def2-TZVPD basis set.

The geometry in XYZ format:
```
9
Properties=species:S:1:pos:R:3:forces:R:3
C -2.549866 0.711838 -0.555376 1.1 0.6 0.2
N 1.781210 -0.156361 0.932085 1.5 2.8 1.3
O -0.547323 -0.595103 -0.063098 0.5 -0.3 -0.1
O -2.044177 1.266813 -1.412981 0.8 1.0 -2.4
O -3.148591 0.364382 0.346085 -1.8 -1.5 2.2
P 0.907825 -0.515732 -0.583275 -0.4 0.2 -0.6
H 1.398266 -1.915080 -0.766388 -0.1 0.3 0.5
H 2.886326 0.005264 0.904304 -3.2 -0.3 -0.3
H 1.316334 0.833975 1.198643 1.6 -2.9 -0.7
```
Positions in Å, forces in eV/Å.

## Properties
total energy	-661.80206	a.u.
LUMO level	3.79	eV
relative energy (zero: lowest compared OMol25 entry of this formula, charge and spin)	46.34	kcal/mol
E_HOMO	-2.2349	eV
charge	-1

Population analysis type Löwdin, resulting atomic charges in e:
1. C -0.55
2. N -0.38
3. O -0.67
4. O 0.16
5. O 0.18
6. P 0.37
7. H -0.15
8. H 0.02
9. H 0.03